(1)
87
Properties=species:S:1:pos:R:3 method="wB97M-V/def2-TZVPD" multiplicity=1 largest_force_ev_per_a=3.8 gap_ev="6.5 / 6.5" e_above_lowest_kj_mol=94.3 total_charge=+1 energy_ha=-2179.2582 e_homo_ev="-11.5 / -11.5"
O -1.1871 -1.7325 -1.3622
O 0.9674 1.5542 -5.1528
C -0.3013 -2.7804 -1.7434
C -0.9193 -4.1444 -1.5469
H 0.5844 -2.6781 -1.1009
H 0.0079 -2.6178 -2.7834
H -1.1557 -4.3639 -0.4928
H -0.1906 -4.8872 -1.9066
H -1.8423 -4.2764 -2.1300
C -1.9828 -1.1587 -2.3972
C -1.5073 -1.2067 -3.8413
H -2.1087 -0.1080 -2.0897
H -2.9653 -1.6477 -2.3113
H -0.6889 -0.5244 -4.0827
H -2.3526 -0.8945 -4.4548
H -1.2482 -2.2106 -4.1822
C 0.5953 2.5276 -4.1680
C 2.3555 1.2234 -4.9701
C -0.8883 2.8524 -4.2620
H 1.1561 3.4805 -4.3069
H 0.8342 2.1282 -3.1658
H -1.1469 3.1041 -5.2958
H -1.1330 3.7130 -3.6259
H -1.5281 2.0218 -3.9301
C 2.8601 0.4850 -6.1860
H 2.4705 0.6180 -4.0488
H 2.9647 2.1447 -4.8192
H 2.2612 -0.3977 -6.4179
H 3.8901 0.1495 -6.0692
H 2.8147 1.1737 -7.0341
H 0.9413 0.6583 0.3773
Al -0.6089 -1.1596 1.3540
C 1.3537 0.9984 -0.5991
Si 3.0535 0.7649 0.2698
H 0.9661 0.3936 -1.4695
H 0.9973 2.0424 -0.6424
C 3.9917 -0.5821 -0.6249
C 3.0972 0.2495 2.1278
C 3.4656 2.6069 0.1437
C -2.5034 -1.5034 1.2929
Si -3.5063 0.1362 1.1803
H -2.8633 -2.0838 2.1651
H -2.6926 -2.1339 0.4024
C -5.0317 -0.4572 0.2763
C -2.7824 1.6226 0.2635
C -3.8457 0.6974 2.9422
H 3.0814 3.0131 -0.8029
H 4.5151 2.9080 0.1980
H 2.9606 3.1680 0.9437
H 3.7428 -1.5696 -0.2019
H 5.0817 -0.4613 -0.5540
H 3.7133 -0.5749 -1.6874
H 2.7490 -0.7962 2.2598
H 2.4898 0.8973 2.7899
H 4.1431 0.3098 2.4993
H -3.6127 2.0931 -0.2989
H -1.9824 1.3644 -0.4519
H -2.3961 2.3696 0.9780
H -4.8048 1.2411 2.9606
H -3.0492 1.3533 3.3317
H -3.9167 -0.1882 3.5931
H -5.9265 0.0550 0.6537
H -5.1254 -1.5371 0.4628
H -4.9428 -0.2910 -0.8072
C -0.7659 3.8148 4.5520
C -0.5733 3.6551 3.1682
C -0.2901 2.3864 2.6468
C -0.2585 1.2747 3.5064
C -0.3245 1.4621 4.8933
C -0.6172 2.7151 5.4154
N -0.2061 -0.0425 3.0039
N 0.0100 -0.9458 3.9762
C 0.5829 -2.1292 3.5567
C 1.1806 -2.9916 4.5241
C 1.7997 -4.1607 4.0987
C 1.8488 -4.4468 2.7283
C 1.2633 -3.5860 1.7776
C 0.5872 -2.4460 2.1754
H -1.0180 4.8077 4.9476
H -0.6480 4.5269 2.5088
H -0.0974 2.2339 1.5860
H -0.1805 0.5933 5.5294
H -0.7296 2.8495 6.4964
H 1.1389 -2.7029 5.5669
H 2.2511 -4.8561 4.8143
H 2.3424 -5.3574 2.3703
H 1.3365 -3.8065 0.7091

(2)
22
Properties=species:S:1:pos:R:3 method="wB97M-V/def2-TZVPD" multiplicity=1 largest_force_ev_per_a=2.9 gap_ev=12.1 e_above_lowest_kj_mol=154.9 total_charge=0 energy_ha=-238.1375 e_homo_ev=-11.0 smiles=CCC.CCC
C 1.1322 -0.1828 2.0154
C 1.3612 1.2770 1.5400
C 0.0606 2.0643 1.8579
H 0.7743 -0.7736 1.1125
H 1.9919 -0.7932 2.4182
H 0.2999 -0.3373 2.6892
H 2.2460 1.6691 2.0559
H 1.5918 1.3538 0.4236
H 0.0292 2.5335 2.8687
H -0.0250 2.9051 1.2139
H -0.8625 1.4562 1.8608
C 0.3743 -1.0167 -2.2156
C -0.9740 -0.3680 -1.7746
C -1.8900 -1.6440 -1.4653
H 1.0149 -1.3138 -1.2774
H 0.9325 -0.2635 -2.7073
H 0.2199 -1.8720 -2.8202
H -0.7318 0.2721 -0.8791
H -1.3618 0.4991 -2.4670
H -1.3918 -2.6252 -1.2129
H -2.6489 -1.3581 -0.7231
H -2.4647 -2.1308 -2.3022

(3)
17
Properties=species:S:1:pos:R:3 method="wB97M-V/def2-TZVPD" multiplicity=1 largest_force_ev_per_a=4.1 gap_ev=8.9 e_above_lowest_kj_mol=136.6 total_charge=0 energy_ha=-326.8389 e_homo_ev=-7.8 smiles="C=Cc1[nH]ccc1C"
C -0.9690 -2.0088 1.5664
C -1.0844 -0.7415 1.1516
C -0.4855 -0.1678 -0.0392
N -0.3924 -0.9403 -1.2017
C 0.3758 -0.2806 -2.1705
C 0.9014 0.8874 -1.6751
C 0.3567 0.9337 -0.3026
C 0.7668 1.8450 0.7989
H -0.3428 -2.6522 0.9858
H -1.4268 -2.4279 2.3558
H -1.6415 -0.0470 1.8116
H -0.9727 -1.6999 -1.3775
H 0.5191 -0.7180 -3.1224
H 1.6353 1.5527 -2.0773
H 1.7016 2.3749 0.5445
H 0.1242 2.6585 0.9830
H 0.9342 1.4320 1.7686

(4)
15
Properties=species:S:1:pos:R:3 method="wB97M-V/def2-TZVPD" multiplicity=1 largest_force_ev_per_a=3.8 gap_ev="8.6 / 8.6" e_above_lowest_kj_mol=329.0 total_charge=+1 energy_ha=-647.8730 e_homo_ev="-14.7 / -14.7"
C 1.7630 0.6500 1.3680
C 0.4786 0.7868 2.0325
C -1.0064 0.9118 -1.4825
C 2.3457 -0.5190 1.0925
C -2.0014 -0.1563 -1.6492
N -0.5039 1.3248 -0.4022
S -0.9252 0.8424 1.1676
H 2.2053 1.6106 1.0588
H 0.4754 0.7753 3.0871
H -0.5639 1.3878 -2.3436
H 3.3612 -0.4386 0.8727
H 1.8112 -1.3989 1.5650
H -1.6934 -0.8618 -2.3629
H -1.9113 -0.7505 -0.7768
H -2.8664 0.4976 -1.6679

(5)
73
Properties=species:S:1:pos:R:3 method="wB97M-V/def2-TZVPD" multiplicity=1 largest_force_ev_per_a=2.6 gap_ev=9.7 total_charge=+2 energy_ha=-2001.8638 e_homo_ev=-14.7
Cd 20.5754 -4.8749 -22.0153
O 21.4121 -4.8012 -24.0532
H 21.2558 -5.1941 -24.9119
H 21.9418 -4.0254 -24.2371
O 22.0962 -5.6257 -26.5679
H 22.1593 -5.6142 -27.5230
H 22.9987 -5.7371 -26.2691
O 20.4280 -2.5548 -18.4035
H 20.1190 -3.0474 -17.6431
H 19.8278 -1.8121 -18.4684
O 19.3036 -8.6127 -19.2329
H 19.2730 -8.8025 -20.1706
H 19.2110 -9.4673 -18.8119
O 20.9192 -2.8786 -22.1442
H 20.3843 -2.2099 -22.5719
H 21.6253 -2.3881 -21.7234
O 20.2077 -1.8916 -25.8041
H 20.8956 -1.5420 -26.3704
H 20.2919 -1.3955 -24.9899
O 22.4508 -1.6877 -20.0536
H 23.3257 -1.6343 -19.6690
H 21.8642 -1.7835 -19.3032
O 22.2603 -8.2490 -24.0290
H 23.0963 -7.7977 -23.9123
H 21.9842 -8.0174 -24.9157
O 18.2546 -3.6415 -25.1224
H 18.0141 -3.9158 -26.0073
H 18.9133 -2.9594 -25.2532
O 20.4904 -6.9659 -22.1791
H 21.1221 -7.5058 -22.6541
H 19.6937 -7.4958 -22.1526
O 18.4550 -7.0395 -25.2370
H 17.8247 -6.9515 -25.9520
H 17.9184 -7.2158 -24.4643
O 18.4696 -8.7808 -22.1248
H 17.7203 -8.1934 -22.2239
H 18.2246 -9.5668 -22.6132
O 18.6868 -5.0040 -22.8722
H 18.4832 -4.2996 -23.4876
H 18.1054 -5.7205 -23.1266
O 24.3088 -4.0167 -22.9544
H 25.2148 -3.8954 -22.6703
H 24.0674 -3.1793 -23.3504
O 16.4459 -7.0767 -22.9826
H 15.9397 -7.1228 -23.7937
H 15.8346 -6.7199 -22.3382
O 19.9678 -4.8667 -19.9915
H 19.6383 -5.5102 -19.3642
H 20.0600 -4.0611 -19.4829
O 15.8160 -3.1428 -20.6081
H 14.8624 -3.0972 -20.6785
H 16.1198 -3.2244 -21.5121
O 15.9380 -3.1277 -23.3907
H 15.3033 -3.7014 -23.8198
H 16.6214 -2.9923 -24.0471
O 22.9735 -1.8426 -24.2166
H 22.8391 -1.0023 -23.7784
H 23.6461 -1.6655 -24.8742
O 22.7499 -6.5770 -18.1111
H 22.6707 -6.0383 -17.3238
H 22.7089 -7.4780 -17.7906
O 22.0256 -8.6820 -20.1544
H 21.3580 -8.4866 -19.4968
H 22.8553 -8.4836 -19.7204
O 18.4311 -6.1717 -18.1474
H 18.9050 -6.9558 -18.4248
H 18.5161 -6.1646 -17.1940
O 20.2092 -0.5113 -23.2874
H 21.0719 -0.2852 -22.9398
H 19.6694 0.2589 -23.1093
O 22.5924 -4.9017 -21.4192
H 23.1533 -5.1968 -20.7018
H 23.2001 -4.5520 -22.0708